C21H29N3O6S | the ωB97M-V functional and the def2-TZVPD basis

Last column: Mulliken charge in e.
Geometry (Å):
H 3.075 -0.322 2.383  0.1226
C 3.905 -0.606 -1.268  -1.2992
H -1.668 -1.825 -1.633  0.4931
C 4.849 0.836 2.874  -0.7232
H -6.920 1.936 -1.920  0.2971
C 2.498 0.759 0.107  -0.4100
C -7.551 1.127 -1.558  -1.2596
H -0.351 -1.544 -4.308  0.3288
N 0.401 -1.663 -1.696  0.1874
H 5.537 0.933 3.721  0.3313
H -1.875 1.321 1.363  0.2607
H 7.019 -0.776 2.411  0.3381
N -2.682 0.809 1.017  -0.0340
H 2.362 1.578 0.797  0.6451
H -6.275 2.762 1.819  0.3829
C 2.808 -1.297 -1.729  -0.6418
O -6.885 1.161 0.825  -0.4487
H -5.901 0.065 -0.646  0.0134
N 5.634 0.577 1.689  0.0632
O -3.378 -0.678 -0.543  -0.7751
H -7.699 0.420 -2.370  0.4296
C -6.149 2.361 0.809  -0.6981
S 5.198 1.291 0.259  1.2489
C 5.186 -1.817 1.953  -0.1903
H 4.898 -0.830 -1.624  0.5521
C -0.811 -1.288 -1.244  0.0673
H 1.335 -3.351 -2.492  0.4055
H -4.167 3.163 0.601  0.3906
C 0.537 -2.139 -4.107  -1.0325
C -6.908 0.406 -0.376  0.1429
C 0.472 -2.715 -2.695  -0.9974
C -1.046 -0.307 -0.333  -0.6021
C 3.865 -0.308 3.149  -0.1915
C 0.059 0.444 0.222  1.4552
H 4.450 -1.868 1.135  0.1042
H -3.958 1.564 2.460  0.4378
H 5.662 -2.792 2.072  0.3632
H 2.960 -2.077 -2.456  0.2748
H -6.584 3.079 0.099  0.3512
H 3.408 -0.192 4.133  0.3847
H 1.411 -1.505 -4.231  0.3335
H -4.526 1.848 -0.523  0.2441
C 3.746 0.422 -0.347  -0.1132
C -4.012 1.170 1.444  -0.9327
C 1.519 -0.986 -1.266  0.6389
H 0.584 -2.946 -4.833  0.3828
C 1.370 0.059 -0.329  0.1533
C -2.481 -0.074 0.029  0.3003
O 4.822 2.636 0.561  -0.7212
O 6.264 1.039 -0.666  -0.7301
H -0.425 -3.330 -2.593  0.4414
H 6.672 -0.866 0.665  0.3919
H -7.506 -0.471 -0.113  0.3487
C 6.230 -0.736 1.652  -0.7394
H -4.625 0.265 1.445  0.3408
O -0.037 1.323 1.077  -0.9081
H -8.516 1.537 -1.268  0.2933
C -4.657 2.193 0.504  -0.4313
H 4.331 1.781 2.721  0.3815
O 4.527 -1.556 3.172  -0.4430

Output
Calculated total energy, hartree: -1831.52769
SMILES: CCOCCCNC(=O)c1cn(CC)c2ccc(S(=O)(=O)N3CCOCC3)cc2c1=O
ΔE to the lowest compared entry with this formula, charge and spin, kJ/mol: 186.8
E_HOMO, eV: -8.84